(1)
Density functional theory data (wB97M-V/def2-TZVPD) for a molecular structure, C26H31AuGeN3.

The maximum force comes out at 0.3 eV Å⁻¹. Its energy above the lowest of the compared OMol25 structures with the same formula, charge and spin is 0.8 kcal/mol. For the HOMO-LUMO gap, the calculation gives 6.8 eV. The calculation puts the HOMO energy at -10.15 eV. The spin multiplicity is 1. Its total charge is +1.

Positions of all 62 atoms, in Å:
Au -0.453 -0.914 0.567
C 3.698 -1.612 -0.336
C 2.368 -1.187 -0.430
N 1.493 -1.415 0.531
C 1.838 -2.180 1.631
C 3.179 -2.561 1.819
C 4.105 -2.252 0.798
C 3.536 -3.268 2.989
C 2.560 -3.598 3.882
C 1.203 -3.301 3.650
C 0.795 -2.616 2.519
N -0.476 -2.315 2.093
C -1.691 -2.355 2.740
C -2.047 -3.077 3.862
C -3.359 -3.046 4.375
C -4.350 -2.335 3.769
C -4.052 -1.597 2.600
C -5.042 -0.903 1.872
C -4.716 -0.239 0.724
C -3.380 -0.218 0.315
N -2.426 -0.832 0.986
C -2.733 -1.577 2.115
H 4.379 -1.398 -1.147
H 2.015 -0.631 -1.285
H 5.136 -2.558 0.918
H 4.568 -3.547 3.150
H 2.820 -4.134 4.784
H 0.489 -3.645 4.375
H -1.335 -3.718 4.350
H -3.580 -3.627 5.260
H -5.362 -2.339 4.150
H -6.063 -0.918 2.231
H -5.456 0.283 0.135
H -3.080 0.336 -0.563
C 3.900 1.641 -3.182
C 2.525 1.951 -2.606
C 2.562 2.098 -1.091
C 1.211 2.335 -0.425
Ge -0.407 1.236 -0.704
C -1.183 1.098 -2.512
C -1.807 2.386 -3.056
C -0.824 3.492 -3.415
C -1.525 4.694 -4.033
H 3.874 1.571 -4.268
H 4.284 0.692 -2.798
H 4.619 2.417 -2.914
H 1.822 1.155 -2.884
H 2.134 2.867 -3.053
H 3.212 2.939 -0.831
H 3.056 1.225 -0.660
H 0.842 3.325 -0.709
H 1.337 2.376 0.661
H -1.436 1.938 0.225
H -1.958 0.327 -2.465
H -0.429 0.705 -3.198
H -2.538 2.773 -2.337
H -2.376 2.131 -3.956
H -0.080 3.097 -4.113
H -0.273 3.812 -2.526
H -2.038 4.415 -4.954
H -0.817 5.487 -4.273
H -2.269 5.107 -3.351

In elementary charge units, the natural (NBO) charges are:
1 Au 1.06
2 C -0.28
3 C 0.11
4 N -0.50
5 C 0.21
6 C -0.09
7 C -0.06
8 C -0.22
9 C -0.16
10 C -0.24
11 C 0.15
12 N -0.72
13 C 0.15
14 C -0.24
15 C -0.16
16 C -0.21
17 C -0.10
18 C -0.07
19 C -0.27
20 C 0.11
21 N -0.50
22 C 0.22
23 H 0.25
24 H 0.22
25 H 0.24
26 H 0.23
27 H 0.23
28 H 0.22
29 H 0.22
30 H 0.23
31 H 0.23
32 H 0.24
33 H 0.25
34 H 0.22
35 C -0.60
36 C -0.40
37 C -0.40
38 C -0.80
39 Ge 0.85
40 C -0.81
41 C -0.41
42 C -0.39
43 C -0.60
44 H 0.22
45 H 0.19
46 H 0.21
47 H 0.18
48 H 0.21
49 H 0.22
50 H 0.19
51 H 0.23
52 H 0.24
53 H -0.16
54 H 0.23
55 H 0.23
56 H 0.20
57 H 0.21
58 H 0.20
59 H 0.19
60 H 0.21
61 H 0.22
62 H 0.21

(2)
Density functional theory data (wB97M-V/def2-TZVPD) for a molecular structure, C26H68CrO26S8 at a distorted geometry.

The maximum force comes out at 3.0 eV Å⁻¹. For the HOMO-LUMO gap (spin up / spin down), the calculation gives 7.4 / 8.4 eV. The calculation puts the HOMO energy (spin up / spin down) at -7.11 / -8.20 eV. The spin multiplicity is 5. Its total charge is 0.

Positions of all 129 atoms, in Å:
Cr -26.815 -10.863 -2.354
O -27.254 -12.629 -2.627
C -27.005 -13.499 -1.641
C -25.873 -12.961 -0.736
O -26.041 -11.569 -0.798
H -26.808 -14.483 -2.102
H -27.862 -13.647 -1.011
H -24.894 -13.233 -1.155
H -25.917 -13.404 0.295
O -30.578 -15.564 -5.470
S -31.047 -14.256 -5.207
O -31.810 -13.611 -6.222
O -31.894 -14.264 -3.880
C -33.250 -13.742 -3.957
C -33.858 -14.216 -2.621
C -29.668 -13.285 -4.676
H -33.918 -13.990 -4.782
H -33.158 -12.628 -3.891
H -33.042 -14.034 -1.903
H -34.071 -15.265 -2.790
H -34.846 -13.776 -2.438
H -29.260 -13.802 -3.802
H -29.888 -12.252 -4.486
H -29.035 -13.383 -5.547
O -24.756 -10.551 -5.197
S -24.666 -11.862 -5.858
O -24.401 -11.809 -7.262
O -23.577 -12.806 -5.108
C -22.361 -12.169 -4.556
C -21.550 -13.293 -4.016
C -26.104 -12.873 -5.544
H -22.578 -11.359 -3.855
H -21.872 -11.709 -5.385
H -22.249 -13.807 -3.306
H -20.669 -12.985 -3.451
H -21.370 -14.046 -4.779
H -26.883 -12.549 -6.214
H -26.499 -12.785 -4.527
H -25.856 -13.928 -5.718
O -30.984 -8.992 0.716
S -30.483 -9.197 -0.598
O -29.100 -9.658 -0.835
O -31.401 -10.188 -1.264
C -30.867 -11.238 -2.082
C -30.614 -12.457 -1.306
C -30.598 -7.778 -1.545
H -29.970 -11.023 -2.642
H -31.704 -11.438 -2.758
H -31.494 -12.853 -0.751
H -29.850 -12.247 -0.529
H -30.253 -13.266 -1.971
H -30.311 -7.963 -2.580
H -29.766 -7.222 -1.054
H -31.554 -7.226 -1.632
O -26.179 -11.424 3.279
S -27.374 -12.167 3.075
O -27.230 -13.582 2.839
O -28.309 -11.831 4.324
C -29.614 -12.386 4.158
C -30.312 -12.487 5.494
C -28.206 -11.502 1.652
H -29.587 -13.323 3.644
H -30.137 -11.656 3.512
H -30.088 -11.658 6.163
H -29.916 -13.360 5.966
H -31.390 -12.492 5.405
H -28.384 -10.436 1.691
H -29.153 -12.034 1.596
H -27.519 -11.817 0.844
O -26.336 -8.820 -2.057
S -26.344 -7.490 -1.539
O -27.104 -6.541 -2.352
O -26.921 -7.448 -0.108
C -26.726 -8.634 0.834
C -27.166 -8.232 2.161
C -24.715 -7.005 -1.420
H -25.666 -8.944 0.845
H -27.349 -9.365 0.359
H -28.175 -7.809 2.100
H -26.500 -7.447 2.566
H -27.207 -9.134 2.778
H -24.438 -7.172 -2.461
H -24.081 -7.741 -0.866
H -24.554 -5.985 -1.112
O -29.646 -8.419 -4.815
S -28.407 -9.085 -4.916
O -28.158 -10.009 -3.855
O -28.322 -9.998 -6.159
C -28.955 -9.617 -7.417
C -29.356 -10.890 -8.059
C -27.115 -7.946 -5.221
H -28.140 -9.160 -7.981
H -29.697 -8.899 -7.201
H -28.505 -11.584 -8.240
H -29.750 -10.748 -9.058
H -30.099 -11.440 -7.496
H -27.219 -7.161 -4.403
H -27.030 -7.442 -6.188
H -26.224 -8.526 -4.962
O -25.045 -5.058 -5.767
S -24.095 -4.893 -4.741
O -24.460 -4.456 -3.459
O -23.351 -6.253 -4.521
C -23.050 -6.979 -5.722
C -21.927 -7.945 -5.336
C -22.868 -3.809 -5.342
H -22.766 -6.370 -6.543
H -23.934 -7.564 -5.980
H -22.306 -8.664 -4.588
H -21.107 -7.386 -4.898
H -21.646 -8.469 -6.246
H -22.205 -4.215 -6.112
H -22.265 -3.447 -4.490
H -23.399 -2.957 -5.768
O -23.378 -9.435 1.018
S -22.640 -10.567 1.468
O -21.517 -10.927 0.685
O -22.171 -10.210 2.942
C -21.163 -11.007 3.561
C -21.280 -10.752 5.042
C -23.657 -11.964 1.525
H -20.218 -10.649 3.174
H -21.336 -12.081 3.417
H -20.489 -11.254 5.595
H -22.295 -10.994 5.356
H -21.118 -9.693 5.402
H -23.129 -12.911 1.568
H -24.175 -11.830 0.596
H -24.353 -11.906 2.344

Mulliken atomic charge list, values in e, 99 entries:
1 Cr 0.49
2 O -0.13
3 C -0.83
4 C -0.67
5 O 0.18
6 H 0.38
7 H 0.04
8 H 0.34
9 H 0.31
10 O -0.68
11 S 1.31
12 O -0.70
13 O -0.22
14 C -0.19
15 C -1.07
16 C -0.07
17 H 0.45
18 H 0.14
19 H 0.20
20 H 0.33
21 H 0.38
22 H -0.15
23 H -0.24
24 H 0.38
25 O -0.50
26 S 1.00
27 O -0.69
28 O -0.32
29 C 0.08
30 C -1.27
31 C 0.37
32 H 0.16
33 H 0.34
34 H 0.26
35 H 0.39
36 H 0.32
37 H -0.15
38 H -0.51
39 H 0.56
40 O -0.81
41 S 1.35
42 O -0.60
43 O -0.48
44 C 1.65
45 C 0.38
46 C -0.49
47 H -1.19
48 H -0.18
49 H 0.24
50 H -1.03
51 H 0.26
52 H -0.06
53 H 0.27
54 H 0.40
55 O -0.74
56 S 1.47
57 O -0.71
58 O -0.35
59 C -0.10
60 C -1.44
61 C -0.75
62 H 0.43
63 H 0.25
64 H 0.33
65 H 0.35
66 H 0.38
67 H 0.05
68 H 0.65
69 H -0.29
70 O -0.02
71 S 1.35
72 O -0.84
73 O -0.58
74 C 2.09
75 C -1.61
76 C -0.24
77 H 0.00
78 H -1.07
79 H 0.37
80 H 0.42
81 H 0.34
82 H -0.15
83 H -0.04
84 H 0.46
85 O -0.92
86 S 1.30
87 O -0.29
88 O 0.30
89 C -0.46
90 C -1.15
91 C -0.70
92 H 0.25
93 H 0.52
94 H 0.25
95 H 0.46
96 H 0.21
97 H 0.18
98 H 0.62
99 H -0.11

maximum force of number 1 (C26H31AuGeN3)?
0.3 eV Å⁻¹

Among the records above, which one has the lowest total charge?
C26H68CrO26S8

Look up the maximum force of the second one.
3.0 eV Å⁻¹

What is the formula in the second record?
C26H68CrO26S8